Entry 1:
2 unconnected molecules or ions with the total composition C7H10NO2 at a distorted geometry, computed with ωB97M-V/def2-TZVPD.

```
20
Properties=species:S:1:pos:R:3:mulliken_charge:R:1
C 0.051 -1.946 -0.560 -0.40
C -0.341 -1.562 0.660 -0.78
C 1.636 0.115 1.996 0.21
C 0.331 -0.820 -1.496 -0.66
C -1.336 0.886 1.132 -0.34
C -0.577 1.594 -0.997 -0.36
C -0.224 -0.071 0.720 0.20
N 0.419 0.404 -0.622 0.01
O 2.556 -0.284 1.414 -0.29
O -1.072 2.046 0.162 -0.37
H 0.189 -2.882 -0.949 0.55
H -0.436 -2.085 1.531 0.55
H 1.403 0.627 2.934 0.35
H 1.401 -0.961 -2.009 0.34
H -0.318 -0.672 -2.401 0.29
H -2.463 0.480 1.014 0.29
H -1.250 1.283 2.143 0.26
H 0.052 2.390 -1.469 0.33
H -1.374 1.284 -1.669 0.33
H 1.380 0.656 -0.407 0.49
```

The energy above the lowest of the compared OMol25 structures with the same formula, charge and spin comes out at 88.53 kcal per mole. Its orbital gap (alpha / beta) is 8.9 / 8.9 eV. Its HOMO energy (alpha / beta) is -12.56 / -12.56 eV. As for the LUMO energy (alpha / beta): -3.65 / -3.65 eV. Its total charge is +1.

***

Entry 2:
A molecular structure, C21H17BCoF4N4O4 at a distorted geometry, computed with ωB97M-V/def2-TZVPD.

```
52
Properties=species:S:1:pos:R:3:mulliken_charge:R:1
Co 0.011 -0.848 -0.286 -0.20
O 0.709 -2.676 -0.318 -0.40
N 0.270 -3.381 0.611 -0.47
N -0.648 -2.791 1.307 0.93
O -1.117 -1.592 0.970 -0.56
C -1.149 -3.388 2.455 0.24
C -0.680 -4.637 2.892 -0.39
C -1.207 -5.208 4.032 -0.40
C -2.200 -4.565 4.766 -0.48
C -2.653 -3.325 4.332 -0.44
C -2.138 -2.736 3.192 -0.41
H 0.096 -5.127 2.324 0.42
H -0.838 -6.173 4.359 0.33
H -2.610 -5.026 5.656 0.35
H -3.425 -2.813 4.893 0.33
H -2.474 -1.770 2.846 0.42
C 3.420 2.282 -3.260 -0.96
N 3.188 1.404 -2.133 0.27
C 4.123 1.178 -1.183 0.20
C 3.863 0.402 -0.115 -1.09
C 2.522 -0.128 0.036 0.75
O 2.149 -0.678 1.089 -0.66
N 1.628 0.032 -0.991 -0.02
C 1.881 0.821 -2.059 0.24
O 1.107 1.096 -2.957 -0.69
H 4.418 2.713 -3.184 0.29
H 2.668 3.071 -3.270 0.30
H 3.317 1.725 -4.193 0.28
H 5.078 1.672 -1.327 0.25
H 4.590 0.234 0.664 0.39
C 0.354 4.851 0.400 -0.50
C 1.078 3.763 0.929 -0.63
C 0.631 2.481 0.741 -0.42
C -0.544 2.187 0.003 1.42
C -0.960 0.843 -0.272 -0.27
C -2.229 0.703 -0.807 -0.10
C -3.051 1.795 -1.142 -0.84
C -2.597 3.078 -0.998 -0.93
C -1.327 3.304 -0.427 0.94
C -0.831 4.618 -0.242 -0.74
H 0.721 5.864 0.532 0.35
H 1.984 3.946 1.496 0.39
H 1.157 1.658 1.205 0.39
H -2.603 -0.291 -1.028 0.33
H -4.045 1.613 -1.540 0.34
H -3.203 3.927 -1.300 0.28
H -1.428 5.450 -0.608 0.31
F -0.346 -2.531 -4.324 -0.41
B -1.398 -1.907 -3.630 0.14
F -0.930 -1.474 -2.350 0.00
F -2.450 -2.835 -3.427 -0.42
F -1.883 -0.811 -4.359 -0.44
```

The energy above the lowest of the compared OMol25 structures with the same formula, charge and spin comes out at 0.00 kcal per mole. Its orbital gap (alpha / beta) is 6.4 / 6.3 eV. Its HOMO energy (alpha / beta) is -1.87 / -1.72 eV. As for the LUMO energy (alpha / beta): 4.54 / 4.54 eV. Its expectation value of S² is 0.7597. Its total charge is -2. As for the spin multiplicity: 2.

***

Entry 3:
A molecular structure, C26H46CrN14P, computed with ωB97M-V/def2-TZVPD.

```
88
Properties=species:S:1:pos:R:3:mulliken_charge:R:1
Cr 0.179 0.010 -0.462 -1.24
C 4.954 -1.716 1.792 -0.79
N 4.077 -0.879 0.977 0.17
C 4.472 0.226 0.283 -1.11
C 3.361 0.708 -0.336 -0.96
N 2.283 -0.084 -0.037 1.40
C 2.754 -1.041 0.772 -0.29
P 1.796 -2.317 1.653 -0.50
C 0.874 -2.874 0.199 -0.44
N 0.374 -2.069 -0.737 1.48
C 0.026 -2.871 -1.795 -0.91
C 0.295 -4.166 -1.472 -0.88
N 0.830 -4.156 -0.215 0.15
C 1.318 -5.333 0.502 -0.84
C 0.581 -1.162 2.333 -0.58
N -0.014 -0.220 1.620 1.83
C -0.769 0.507 2.492 -0.97
C -0.636 -0.014 3.742 -1.06
N 0.228 -1.070 3.631 0.11
C 0.667 -1.930 4.727 -0.80
H 5.982 -1.486 1.528 0.33
H 4.803 -1.514 2.850 0.32
H 4.767 -2.767 1.587 0.34
H 5.492 0.567 0.274 0.48
H 3.292 1.571 -0.962 0.65
H -0.328 -2.462 -2.725 0.67
H 0.166 -5.076 -2.032 0.52
H 0.899 -6.216 0.029 0.34
H 2.403 -5.384 0.456 0.33
H 0.991 -5.302 1.538 0.36
H -1.320 1.384 2.200 0.56
H -1.064 0.278 4.685 0.65
H 0.219 -1.564 5.646 0.34
H 0.343 -2.955 4.560 0.33
H 1.750 -1.897 4.824 0.33
C -0.942 3.923 -2.215 -1.14
N 0.009 4.234 -1.150 0.18
C 0.115 5.646 -0.775 -0.99
C 0.454 3.241 -0.345 -1.01
N -0.126 2.069 -0.318 0.93
N 1.616 3.549 0.332 0.29
C 2.004 3.234 1.644 0.12
N 3.151 3.906 1.996 -0.45
N 1.355 2.394 2.336 -0.38
H -0.852 4.680 -2.989 0.37
H -1.978 3.925 -1.858 0.34
H -0.703 2.957 -2.662 0.32
H -0.162 6.245 -1.637 0.36
H 1.127 5.934 -0.500 0.33
H -0.556 5.891 0.050 0.32
H -0.990 2.166 -0.841 0.08
H 2.149 4.277 -0.112 0.35
H 3.382 4.779 1.552 0.19
H 3.420 3.856 2.965 0.25
H 1.738 2.335 3.276 0.17
C -4.184 -0.277 1.788 -1.49
C -3.895 -1.296 0.690 1.37
C -4.150 -2.707 1.208 -1.76
C -4.778 -1.021 -0.527 -1.59
N -2.438 -1.270 0.395 -0.28
N -1.954 -0.071 -0.227 0.26
H -5.215 -0.378 2.126 0.52
H -4.076 0.754 1.436 0.31
H -3.523 -0.433 2.640 0.25
H -5.194 -2.820 1.497 0.43
H -3.525 -2.916 2.077 0.36
H -3.939 -3.451 0.436 0.41
H -5.827 -1.085 -0.239 0.51
H -4.607 -1.749 -1.321 0.32
H -4.629 -0.017 -0.933 0.32
H -2.190 -2.039 -0.217 0.06
H -2.172 0.676 0.428 0.31
H -2.453 0.135 -1.094 0.05
C -2.256 -1.094 -3.012 -0.86
C -0.950 -0.443 -3.353 -0.04
C -0.542 -0.315 -4.653 -1.28
C 0.606 0.501 -4.655 -1.16
C 0.858 0.839 -3.354 -0.18
C 1.939 1.796 -2.966 -0.59
N -0.077 0.254 -2.497 2.34
H -2.570 -1.687 -3.870 0.37
H -3.060 -0.368 -2.848 0.25
H -2.234 -1.781 -2.165 0.26
H -1.053 -0.729 -5.507 0.53
H 1.171 0.838 -5.509 0.56
H 1.956 2.623 -3.678 0.55
H 2.930 1.339 -2.988 0.39
H 1.774 2.224 -1.985 -0.44
```

The energy above the lowest of the compared OMol25 structures with the same formula, charge and spin comes out at 0.67 kcal per mole. Its orbital gap (alpha / beta) is 6.9 / 6.6 eV. Its HOMO energy (alpha / beta) is -11.70 / -11.69 eV. As for the LUMO energy (alpha / beta): -4.76 / -5.10 eV. Its expectation value of S² is 3.7779. Its total charge is +2. As for the spin multiplicity: 4.

***

Entry 4:
A single C2H4ClN molecule at a distorted geometry, computed with ωB97M-V/def2-TZVPD.

```
8
Properties=species:S:1:pos:R:3:mulliken_charge:R:1
C -0.124 0.317 -0.296 0.50
C 0.352 -0.721 0.590 -1.06
N 0.410 1.152 -1.016 -0.41
Cl -2.310 0.447 -0.216 -0.41
H 0.903 -1.426 0.127 0.37
H -0.365 -1.298 0.967 0.42
H 1.018 -0.421 1.384 0.30
H 0.116 1.949 -1.539 0.29
```

The energy above the lowest of the compared OMol25 structures with the same formula, charge and spin comes out at 25.74 kcal per mole. Its orbital gap is 10.4 eV. Its HOMO energy is -9.98 eV. As for the SMILES: [H]/N=C(/C)Cl. As for the LUMO energy: 0.45 eV.

***

Entry 5:
2 unconnected molecules or ions with the total composition C5H15NS2 at a distorted geometry, computed with ωB97M-V/def2-TZVPD.

```
23
Properties=species:S:1:pos:R:3:mulliken_charge:R:1
C -1.250 -2.118 2.647 -1.28
C -1.261 -1.033 1.558 -0.12
S -0.711 -1.770 -0.042 -0.05
S -1.701 -0.560 -1.390 -0.09
H -0.210 -2.415 2.788 0.35
H -1.827 -2.982 2.324 0.35
H -1.663 -1.713 3.553 0.38
H -0.595 -0.220 1.828 0.11
H -2.273 -0.620 1.451 0.45
H -0.742 0.387 -1.216 0.04
C 2.985 1.348 -1.728 -1.21
C 2.315 1.348 -0.348 -0.10
N 1.400 2.437 -0.321 -0.05
C 0.528 2.456 0.869 -0.58
H 3.756 0.554 -1.803 0.36
H 3.515 2.324 -1.901 0.34
H 2.207 1.316 -2.496 0.37
H 3.126 1.493 0.406 0.41
H 1.827 0.362 -0.158 0.20
H 0.833 2.314 -1.148 0.35
H -0.017 3.403 0.915 0.33
H -0.213 1.612 0.870 0.09
H 1.172 2.405 1.767 0.35
```

The energy above the lowest of the compared OMol25 structures with the same formula, charge and spin comes out at 0.00 kcal per mole. Its orbital gap (alpha / beta) is 9.6 / 3.7 eV. Its HOMO energy (alpha / beta) is -12.79 / -12.34 eV. As for the LUMO energy (alpha / beta): -3.15 / -8.67 eV. Its expectation value of S² is 0.7559. Its total charge is +1. As for the spin multiplicity: 2.

***

Entry 6:
A molecular structure, C4H20AgO12P at a distorted geometry, computed with ωB97M-V/def2-TZVPD.

```
38
Properties=species:S:1:pos:R:3:mulliken_charge:R:1
Ag -3.276 -0.077 -2.029 0.39
P -1.027 -0.153 -0.497 0.61
O 0.534 -0.449 -0.670 -0.44
O -1.293 0.221 0.962 -0.84
O -2.022 -1.228 -0.862 -0.72
O -1.518 0.989 -1.591 -0.64
O -2.579 3.408 -2.833 -0.67
H -2.026 2.818 -2.320 0.41
H -2.631 2.997 -3.696 0.27
O 0.731 2.308 -0.452 -0.66
H -0.087 1.922 -0.763 0.29
H 1.201 1.580 -0.045 0.38
O -2.198 -3.623 -1.550 -0.69
H -2.181 -2.745 -1.168 0.47
H -2.380 -3.477 -2.478 0.27
O -0.445 -1.902 -3.125 -0.58
H -0.172 -1.794 -2.213 0.36
H -1.202 -1.324 -3.219 0.26
C 3.849 0.129 -0.352 -0.10
C 3.338 -0.500 -1.605 -0.79
O 2.301 0.320 -2.278 -0.64
O 2.754 -0.174 0.580 -0.61
H 3.910 1.218 -0.364 0.19
H 4.804 -0.217 0.042 0.30
H 2.939 -1.461 -1.282 0.34
H 4.162 -0.814 -2.245 0.42
H 1.463 0.283 -1.811 0.57
H 1.970 -0.434 0.092 0.41
C -0.647 0.929 4.244 -0.42
C -1.031 -0.546 4.202 -0.35
O -0.561 -1.061 2.949 -0.57
O -1.358 1.742 3.289 -0.58
H 0.393 0.966 3.917 0.25
H -0.899 1.289 5.241 0.33
H -2.083 -0.827 4.232 0.26
H -0.573 -1.094 5.025 0.28
H -0.819 -0.493 2.220 0.60
H -1.340 1.273 2.452 0.66
```

The energy above the lowest of the compared OMol25 structures with the same formula, charge and spin comes out at 50.09 kcal per mole. Its orbital gap (alpha / beta) is 6.3 / 4.8 eV. Its HOMO energy (alpha / beta) is -6.32 / -6.29 eV. As for the LUMO energy (alpha / beta): -0.05 / -1.48 eV. Its expectation value of S² is 0.7626. Its total charge is -1. As for the spin multiplicity: 2.